C28H36BCl33O4S3 | ωB97M-V/def2-TZVPD

Geometry as ORCA input:
```
! RIJCOSX wB97M-V def2-TZVPD def2/J DEFGRID3
* xyz -2 1
C 5.19663 -1.27651 0.28529
C 4.04576 -0.77745 -0.58217
S 2.70722 -0.15419 0.47114
C 1.23371 -0.40643 -0.55495
B 0.07103 -1.25733 0.35099
C 0.22399 -2.86168 -0.00164
C -0.96930 -3.63828 0.45919
C -0.95188 -4.22517 1.72599
C -2.04942 -4.92178 2.21382
C -3.18995 -5.04526 1.43707
C -3.21086 -4.47901 0.17075
C -2.12118 -3.77399 -0.32845
C -2.18405 -3.15177 -1.69763
O 0.35963 -1.01200 1.80218
C -0.51403 -0.08244 2.31792
S -1.02676 -0.72822 3.96985
C -1.65656 0.16034 1.19391
C -1.56040 1.57330 0.61296
C -2.35360 1.74469 -0.69583
C -3.75967 1.16164 -0.63155
S -4.58982 1.41186 -2.23288
C -3.03647 -0.10190 1.87753
O -3.57488 -1.20710 1.70925
O -3.45151 0.89364 2.54321
O -1.27792 -0.74771 0.19261
H 5.53258 -0.46467 0.93891
H 6.03463 -1.63507 -0.31712
H 4.82647 -2.06120 0.94897
H 3.62842 -1.59797 -1.16427
H 4.41990 -0.00626 -1.26468
H 0.84069 0.57136 -0.83990
H 1.52946 -0.95842 -1.45136
H 0.39051 -2.99647 -1.07708
H 1.10995 -3.22366 0.52999
H -0.06509 -4.13031 2.34386
H -2.00934 -5.36310 3.20438
H -4.05546 -5.57419 1.81992
H -4.10111 -4.54600 -0.44820
H -1.74328 -2.15480 -1.68838
H -1.60679 -3.75734 -2.40999
H -3.21303 -3.09714 -2.05565
H -0.08560 0.91370 2.49328
H -1.40993 -1.94413 3.56440
H -1.81826 2.35014 1.32630
H -0.50086 1.74967 0.37126
H -1.81919 1.34210 -1.55894
H -2.45343 2.82377 -0.88008
H -4.33432 1.67327 0.14196
H -3.74963 0.10462 -0.37067
H -5.75574 0.82065 -1.98234
C 2.77487 -1.90401 4.24403
Cl 2.65863 -2.85287 2.79163
Cl 3.02155 -2.93069 5.67980
Cl 4.07202 -0.70112 4.13882
H 1.82964 -1.37949 4.36385
C -1.62273 4.58715 3.87429
Cl -0.29283 5.70994 4.25856
Cl -2.44087 5.11214 2.39281
Cl -1.07066 2.94030 3.75091
H -2.34251 4.66055 4.67853
C -4.19699 6.32798 7.55731
Cl -2.80442 6.40318 8.64133
Cl -3.69754 6.38231 5.87211
Cl -5.17739 4.90031 7.88471
H -4.80317 7.20063 7.74562
C 7.55828 -4.74113 0.31348
Cl 8.48457 -4.27395 -1.13000
Cl 7.60280 -3.46512 1.52208
Cl 5.90816 -5.16755 -0.11650
H 8.03483 -5.61529 0.73528
C -5.14687 10.45693 7.83587
Cl -5.37582 9.56949 6.32884
Cl -4.88407 9.34932 9.18628
Cl -3.80804 11.59583 7.69398
H -6.04642 11.02162 8.03919
C 9.70842 -4.91588 -4.89562
Cl 8.62100 -3.89691 -5.82218
Cl 9.40122 -6.62496 -5.22166
Cl 11.39991 -4.51537 -5.22329
H 9.52351 -4.74189 -3.84348
C 5.75189 -3.65598 -9.26427
Cl 6.43024 -2.03125 -9.37645
Cl 6.98918 -4.81946 -8.79256
Cl 4.38578 -3.69283 -8.15148
H 5.38514 -3.93391 -10.24295
C -0.58742 1.01562 -5.24307
Cl -1.74309 2.26256 -4.76956
Cl -0.06098 0.07762 -3.86186
Cl -1.27390 -0.02854 -6.50693
H 0.27658 1.50851 -5.66777
C -8.39693 2.93096 -0.49363
Cl -7.01012 3.96193 -0.16603
Cl -9.22344 3.44206 -1.97974
Cl -7.92478 1.24229 -0.58454
H -9.09908 3.03973 0.32145
C 4.54916 -3.00081 -4.29399
Cl 5.25778 -1.38702 -4.43686
Cl 5.80007 -4.18128 -3.88169
Cl 3.25603 -3.02426 -3.11164
H 4.14024 -3.26913 -5.25816
C -3.11663 5.89939 -2.93234
Cl -1.70262 5.49303 -1.96631
Cl -3.66626 4.51815 -3.87372
Cl -4.42052 6.51850 -1.90721
H -2.83664 6.68694 -3.61841
*
```

Output
* Kohn-Sham gap: 4.47 eV
* highest occupied orbital energy: -1.8982 eV

These are the Löwdin partial charges, in e, on atoms 1 to 99: -0.22, -0.58, 0.84, -0.37, -0.90, -0.04, -0.18, -0.05, -0.11, -0.12, -0.06, -0.22, -0.04, -0.15, -0.57, 0.78, -0.35, -0.13, -0.25, -0.53, 0.64, -0.74, -0.02, -0.10, 0.05, 0.06, 0.04, 0.02, -0.02, 0.06, 0.03, 0.01, 0.08, 0.07, 0.09, 0.09, 0.08, 0.10, 0.07, 0.08, 0.07, 0.06, -0.13, 0.04, 0.11, 0.07, 0.07, 0.07, 0.07, -0.23, -1.52, 0.61, 0.47, 0.50, -0.02, -1.55, 0.48, 0.52, 0.66, -0.07, -1.57, 0.52, 0.57, 0.54, -0.09, -1.54, 0.50, 0.56, 0.55, 0.00, -1.53, 0.56, 0.55, 0.53, 0.01, -1.55, 0.50, 0.52, 0.51, -0.03, -1.55, 0.52, 0.51, 0.55, 0.01, -1.54, 0.49, 0.59, 0.49, 0.00, -1.55, 0.53, 0.49, 0.56, 0.00, -1.53, 0.53, 0.48, 0.61

---

C28H36BF3I2N2O8 | ωB97M-V/def2-TZVPD

Geometry as ORCA input:
```
! RIJCOSX wB97M-V def2-TZVPD def2/J DEFGRID3
* xyz 0 1
C 7.80236 -1.80224 -2.69457
C 6.90309 -1.39863 -1.34310
O 6.73770 -2.42751 -0.46554
N 6.28449 -0.03649 -1.13702
C 6.10670 0.06719 0.38703
C 4.67263 0.22003 1.16299
O 7.21811 0.08443 1.17408
C 4.98295 0.15603 -1.87073
C 4.46149 1.57888 -1.97438
I 5.54739 3.33943 -1.17704
C 3.00090 1.94625 -2.70564
O 2.81919 3.03898 -3.44989
C 1.83220 0.77609 -2.44818
C 0.22506 1.12293 -2.24692
C -0.36628 2.65111 -2.28102
C -0.46228 3.13484 -0.68249
C -1.77608 4.06211 -0.36439
O -1.36546 5.07433 0.66349
C -0.77724 -0.18429 -1.95539
C -2.39780 0.09761 -1.70515
C -2.65715 0.04509 -0.05520
C -4.14123 -0.55295 0.34268
I -5.61790 0.90538 -0.44195
C -0.18640 -1.74696 -1.86852
B -1.30086 -2.96549 -1.57462
N -1.90052 -3.26934 -0.21424
O -1.68943 -3.83452 -2.73365
C 1.43975 -2.08657 -2.06447
C 1.91074 -3.64666 -1.90939
C 1.87047 -4.20101 -0.33183
C 2.68309 -3.23706 0.71619
C 2.69218 -5.65460 -0.34540
C 2.40377 -0.79426 -2.35694
C 4.05090 -0.99819 -2.57287
O 4.46480 -2.01549 -3.32897
H 8.66533 -2.51660 -2.34107
H 7.06753 -2.48136 -3.34276
H 8.16082 -0.83926 -3.25413
H 3.74684 -0.22059 0.60008
H 4.43721 1.35493 1.37242
H 4.78244 -0.33701 2.20304
H 0.32778 3.44332 -2.79799
H -1.42902 2.76612 -2.75896
H -0.53053 2.16369 0.00831
H 0.49101 3.71496 -0.32821
H -2.66454 3.45928 0.13674
H -2.14755 4.65749 -1.30140
H -0.60688 5.63294 0.31659
H -2.73462 1.17965 -2.03364
H -3.09655 -0.65451 -2.26743
H -1.84657 -0.69791 0.38731
H -2.42386 1.10342 0.40575
H -4.33595 -1.64998 -0.04591
H -4.20068 -0.53653 1.52168
H -2.00364 -4.32236 -0.15756
H -1.21269 -3.04277 0.55681
H -2.11286 -4.69793 -2.38808
H 1.18318 -4.38955 -2.49653
H 2.98774 -3.89056 -2.29311
H 0.78442 -4.39317 0.05886
H 2.65020 -2.09838 0.44888
H 3.80281 -3.52883 0.89321
H 2.13288 -3.34573 1.76638
H 3.83758 -5.35475 -0.31706
H 2.42779 -6.32161 -1.27120
H 2.43962 -6.15434 0.69760
C -7.38939 5.10344 4.91026
C -8.00342 3.82452 4.37239
O -6.99826 3.00116 3.76138
C -6.25718 2.22117 4.61279
O -6.40996 2.20405 5.83116
C -5.26416 1.36397 3.83044
F -4.61402 2.06492 2.85680
F -5.87356 0.31695 3.20106
F -4.29291 0.82053 4.61653
H -6.83815 5.62667 4.12220
H -8.16270 5.76870 5.30377
H -6.67431 4.89138 5.71130
H -8.73167 4.06823 3.59150
H -8.54089 3.27371 5.15284
*
```

Output
* Kohn-Sham gap: 6.81 eV
* highest occupied orbital energy: -8.7881 eV
* SMILES string: CC(=O)N(C(C)=O)C1=C(I)C(=O)c2c(CCCO)c(CCCI)c(B(N)O)c(CC(C)C)c2C1=O.CCOC(=O)C(F)(F)F

Charges in e, computed with Löwdin, in the same order as the atoms: -0.02, -0.25, -0.04, 0.01, -0.28, -0.03, -0.04, -0.14, -0.45, 0.83, -0.24, -0.05, 0.03, -0.03, -0.15, -0.16, -0.22, -0.16, -0.02, -0.18, -0.30, -0.59, 0.69, 0.06, -0.47, 0.11, 0.01, -0.03, -0.13, -0.36, -0.10, -0.11, 0.02, -0.14, -0.01, 0.10, 0.10, 0.09, 0.06, 0.09, 0.11, 0.11, 0.11, 0.11, 0.12, 0.12, 0.13, 0.10, 0.09, 0.12, 0.10, 0.09, 0.07, 0.05, 0.09, 0.09, 0.12, 0.13, 0.12, 0.11, 0.05, 0.08, 0.09, 0.09, 0.08, 0.09, -0.06, -0.21, 0.01, -0.32, 0.15, -0.47, 0.11, 0.11, 0.14, 0.08, 0.08, 0.08, 0.13, 0.13

---

C28H36BiP2Si | ωB97M-V/def2-TZVPD

Geometry as ORCA input:
```
! RIJCOSX wB97M-V def2-TZVPD def2/J DEFGRID3
* xyz 1 1
C 0.03729 2.45416 0.71940
C -0.85206 3.06258 -0.24977
C -2.04305 3.42097 0.41282
H -0.57234 3.29886 -1.28415
C -1.90030 3.13061 1.79443
C -0.63672 2.50934 2.00636
H -0.15820 2.32324 2.96479
H 1.08505 2.19981 0.56327
H -2.89707 3.91565 -0.06039
H -2.59836 3.43317 2.57229
Bi -1.09594 0.22797 0.56651
C -1.40638 -1.70933 -2.32530
H -2.07415 -1.65482 -1.45506
H -0.89925 -2.68804 -2.32237
H -2.02333 -1.69472 -3.23830
Si -0.01588 -0.34205 -2.53705
C 1.47911 -0.19390 -3.62035
C 2.21526 0.99535 -3.47427
H 1.70577 1.95645 -3.31529
C 3.61322 0.92786 -3.47001
H 4.20556 1.84757 -3.36882
C 4.23621 -0.32299 -3.56647
H 5.32074 -0.39166 -3.47980
C 3.48569 -1.50018 -3.73554
H 3.97615 -2.47320 -3.82091
C 2.09380 -1.44201 -3.76528
H 1.47709 -2.33643 -3.86727
C -1.06160 1.00341 -3.35364
C -0.63891 1.92432 -4.31156
H 0.35206 1.82700 -4.76584
C -1.49438 2.96357 -4.71506
H -1.18649 3.63333 -5.50869
C -2.72888 3.17552 -4.10298
H -3.39168 4.00082 -4.38957
C -3.11313 2.30128 -3.07725
H -4.03687 2.46138 -2.52796
C -2.30110 1.20899 -2.74190
H -2.64291 0.54861 -1.92794
H -0.34914 0.66219 -1.20602
H 1.09311 -0.32749 -1.45784
C 2.54554 -1.45982 0.61825
P 1.33643 -0.57639 1.63822
C 2.31924 0.62184 2.58403
C 0.97289 -1.79781 2.97457
C 2.00355 -2.47189 3.63704
C 1.70737 -3.39907 4.64663
C 0.37882 -3.62692 5.02605
C -0.65967 -2.92597 4.40587
C -0.36619 -2.01884 3.38858
P -1.77863 -1.11442 2.66912
C -2.38866 0.00811 3.95155
C -3.00569 -2.37474 2.22467
H 2.61349 -1.03505 -0.39176
H 2.24975 -2.51407 0.53564
H 3.52611 -1.39240 1.10394
H 1.74750 1.01054 3.43498
H 3.20469 0.09730 2.96562
H 2.63782 1.45778 1.95298
H 3.05286 -2.28202 3.38371
H 2.51868 -3.94352 5.13979
H 0.13558 -4.34668 5.80736
H -1.70087 -3.07715 4.70667
H -1.54542 0.47323 4.48767
H -2.99254 0.80486 3.48999
H -3.00022 -0.56247 4.66531
H -2.60557 -3.04213 1.45072
H -3.90658 -1.88005 1.83744
H -3.25827 -2.96941 3.10815
*
```

Output
* Kohn-Sham gap: 5.10 eV
* relative energy (zero: lowest compared OMol25 entry of this formula, charge and spin): 220.3 kJ/mol
* highest occupied orbital energy: -9.2266 eV

Charges in e, computed with natural (NBO), in the same order as the atoms: -0.40, -0.29, -0.24, 0.25, -0.33, -0.34, 0.23, 0.24, 0.24, 0.23, 1.23, -1.08, 0.21, 0.24, 0.27, 1.34, -0.41, -0.26, 0.22, -0.20, 0.22, -0.23, 0.22, -0.20, 0.22, -0.25, 0.21, -0.40, -0.23, 0.23, -0.21, 0.22, -0.21, 0.22, -0.21, 0.21, -0.24, 0.18, -0.25, -0.30, -0.96, 0.96, -0.94, -0.36, -0.13, -0.19, -0.18, -0.18, -0.34, 0.85, -0.94, -0.94, 0.30, 0.26, 0.24, 0.26, 0.26, 0.26, 0.22, 0.24, 0.24, 0.22, 0.27, 0.27, 0.25, 0.26, 0.26, 0.25